Entry 1:
40
Properties=species:S:1:pos:R:3:forces:R:3:lowdin_spin:R:1 method="wB97M-V/def2-TZVPD" homo_energy_ev="-12.5 / -11.3" multiplicity=4 charge=+1 homo_lumo_gap_ev="7.5 / 5.1"
Er 1.1031 0.6101 0.5296 -5.105 -1.719 -1.456 2.9972
N 1.6328 0.4832 -2.0889 -0.079 -0.192 -0.319 0.0110
C 3.1028 0.5814 -2.2831 0.177 -0.137 -0.031 0.0003
C 3.8811 0.3278 -0.9918 0.267 -0.084 -1.211 -0.0128
O 4.8026 -0.4204 -0.8733 -0.347 0.327 0.191 -0.0303
N 3.4210 1.1358 0.0909 0.347 -0.235 0.812 -0.0534
C 3.9356 0.9443 1.4344 0.125 -0.086 1.795 -0.0031
C 2.9070 0.5742 2.6370 2.594 0.739 -0.001 -0.0017
O 3.3240 0.7785 3.7390 -0.126 -0.058 -0.051 0.0001
O 1.7796 0.0925 2.2871 -0.631 -1.158 1.894 -0.0024
H 1.3105 -0.3724 -2.5483 0.013 0.293 0.262 -0.0004
H 1.1895 1.2550 -2.5901 0.072 -0.188 0.175 0.0002
H 3.3726 1.5878 -2.6182 -0.078 -0.157 -0.018 0.0001
H 3.4649 -0.1378 -3.0242 -0.022 0.151 0.215 0.0003
H 4.4136 1.8709 1.7740 -0.072 -0.169 -0.200 -0.0012
H 4.6851 0.1469 1.3869 -0.244 0.196 -0.078 0.0000
O 1.8570 2.5054 0.7864 1.289 1.731 0.346 -0.0545
N 2.5034 2.0614 -0.2111 1.954 2.427 -1.791 -0.1923
C -4.2681 1.3610 -0.9648 0.099 0.011 0.015 0.0000
C -3.7222 0.5356 0.2127 -1.177 -0.071 0.047 0.0000
C -4.1246 -0.9425 0.0760 0.103 0.013 0.004 0.0000
C -4.2011 1.1080 1.5592 0.047 0.009 0.002 0.0001
C -2.2976 0.6199 0.2042 1.493 0.105 -0.091 0.0002
N -1.1479 0.7004 0.2041 -1.332 0.001 0.028 -0.0050
H -5.3540 1.3294 -0.9358 -0.074 -0.027 0.022 0.0000
H -3.9356 0.9509 -1.9158 0.005 -0.015 -0.066 0.0000
H -3.9525 2.3995 -0.8976 0.002 0.076 0.002 0.0000
H -5.2092 -1.0102 0.0941 -0.074 0.025 0.002 0.0000
H -3.7274 -1.5317 0.8990 0.008 -0.060 0.056 0.0000
H -3.7662 -1.3603 -0.8619 0.005 -0.040 -0.065 0.0000
H -5.2868 1.0745 1.5865 -0.086 -0.023 -0.026 0.0000
H -3.8846 2.1413 1.6815 0.000 0.069 0.016 0.0000
H -3.8157 0.5198 2.3891 0.004 -0.017 0.065 0.0000
C 0.4223 -3.7292 -0.2207 0.260 -0.254 0.059 0.0161
O 0.3335 -2.2834 -0.2774 -0.326 0.378 -0.204 0.0414
C 1.4349 -1.5935 0.0220 1.943 -2.214 0.067 0.1687
O 2.4967 -2.0968 0.3360 -0.983 0.221 -0.480 0.1169
H -0.5045 -4.1103 -0.6419 0.064 0.106 0.034 0.0012
H 0.5389 -4.0472 0.8154 -0.006 0.031 -0.081 0.0011
H 1.2847 -4.0599 -0.8009 -0.112 -0.007 0.059 0.0022

---

Entry 2:
36
Properties=species:S:1:pos:R:3:forces:R:3:lowdin_charge:R:1 method="wB97M-V/def2-TZVPD" homo_energy_ev=-8.5 smiles=O[C@H](CCN1CCC2(CC1)OCCO2)C(F)(F)F charge=0 homo_lumo_gap_ev=9.2
O 1.0397 2.6744 -2.8059 0.403 -0.151 -0.228 0.0148
C -0.2165 3.0654 -2.3349 -0.725 -0.014 -0.137 -0.2974
C -1.0066 1.9220 -1.6922 0.482 0.220 0.227 -0.1058
C -0.2657 1.3656 -0.4694 -0.217 0.031 -0.371 -0.1854
N -1.0055 0.2483 0.0893 -0.141 0.151 0.010 -0.1727
C -0.9713 0.1494 1.5323 0.150 -0.003 0.217 -0.1719
C 0.3771 -0.3364 2.0789 -0.185 -0.426 -0.145 -0.0583
C 0.7148 -1.7043 1.4680 0.144 0.611 -0.362 -0.5097
C 0.6538 -1.6155 -0.0617 -0.167 -0.049 0.389 -0.0584
C -0.6961 -1.0352 -0.5074 0.138 -0.146 -0.070 -0.1634
O -0.1889 -2.7033 1.9090 -0.108 0.110 -0.300 -0.0478
C 0.4562 -3.4610 2.9042 0.377 -0.040 0.349 -0.1501
C 1.9283 -3.3693 2.4969 -0.217 -0.389 -0.012 -0.1518
O 2.0145 -2.0954 1.8997 -0.114 0.236 -0.034 -0.0462
C -1.0316 3.6684 -3.4911 0.145 0.151 0.084 -0.5965
F -1.2211 2.7653 -4.4707 0.059 -0.284 -0.102 0.1391
F -2.2460 4.0810 -3.1043 -0.136 0.005 0.248 0.1452
F -0.4266 4.7190 -4.0537 0.215 0.126 0.032 0.1516
H 0.9351 1.9649 -3.4542 -0.043 0.079 0.086 0.1124
H -0.0301 3.8682 -1.6131 -0.108 -0.062 -0.094 0.1688
H -1.1502 1.1289 -2.4293 -0.050 -0.003 -0.053 0.1193
H -1.9898 2.2780 -1.3854 -0.018 -0.052 -0.006 0.1275
H -0.2005 2.1557 0.2813 0.061 -0.005 0.045 0.1289
H 0.7593 1.1020 -0.7640 -0.007 0.059 0.109 0.1189
H -1.7421 -0.5690 1.8255 -0.017 0.087 0.097 0.1248
H -1.2240 1.1216 1.9605 -0.061 -0.055 0.020 0.1197
H 0.3339 -0.4281 3.1647 0.069 -0.016 0.068 0.1256
H 1.1779 0.3575 1.8219 0.055 0.053 0.017 0.1258
H 0.7853 -2.6128 -0.4818 0.076 -0.046 0.001 0.1287
H 1.4832 -0.9888 -0.3913 0.029 0.014 -0.015 0.1197
H -1.4849 -1.7308 -0.2099 -0.009 -0.040 -0.137 0.1267
H -0.7145 -0.9387 -1.5943 -0.076 -0.069 -0.012 0.1160
H 0.2946 -3.0175 3.8966 0.007 -0.087 -0.074 0.1250
H 0.0523 -4.4727 2.8810 0.046 0.033 0.058 0.1272
H 2.1846 -4.1493 1.7670 -0.006 0.037 0.122 0.1245
H 2.6213 -3.4077 3.3378 -0.049 -0.066 -0.028 0.1254

---

Entry 3:
39
Properties=species:S:1:pos:R:3:forces:R:3:lowdin_spin:R:1 method="wB97M-V/def2-TZVPD" homo_energy_ev="-7.0 / -7.2" multiplicity=6 charge=0 homo_lumo_gap_ev="5.5 / 6.3"
Fe -1.2691 -0.8924 -0.5230 0.749 0.116 0.760 3.6138
C 0.2230 0.1073 2.1932 -0.143 0.072 -0.017 0.0027
C -1.1160 0.8333 2.1901 0.055 -0.004 -0.093 0.0067
N -1.6258 1.0005 0.8316 0.476 -0.183 -0.241 0.0669
C -1.0758 2.1283 0.0870 0.003 -0.070 0.022 0.0040
C 0.2752 1.7795 -0.4808 -0.168 0.074 0.019 0.0028
C 1.3657 2.6353 -0.4797 0.083 0.078 -0.110 0.0007
C 2.5585 2.1952 -1.0327 -0.064 -0.047 -0.014 0.0000
C 2.6327 0.9124 -1.5599 0.062 0.103 -0.063 0.0007
C 1.4980 0.1212 -1.5264 0.016 -0.020 -0.054 0.0027
C 1.4364 -1.2744 -2.0918 -0.003 -0.068 0.044 0.0027
N 0.5940 -2.1378 -1.2605 0.021 0.333 -0.078 0.0635
C 1.2394 -2.7176 -0.0762 -0.018 -0.024 0.024 0.0054
C 1.4059 -1.7038 1.0428 -0.077 -0.001 -0.085 0.0027
N 0.1216 -1.0878 1.3618 0.083 -0.108 -0.019 0.0338
N 0.3565 0.5555 -0.9998 0.058 -0.129 0.102 0.0275
H 0.5116 -0.1290 3.2224 0.049 0.008 0.021 0.0010
H 1.0025 0.7480 1.7766 0.042 -0.025 -0.018 0.0000
H -0.9961 1.7952 2.7011 -0.088 0.011 0.048 0.0018
H -1.8587 0.2468 2.7340 -0.040 0.018 0.009 0.0042
H -2.6515 1.0560 0.8661 -0.186 -0.046 -0.015 0.0010
H -1.0176 3.0450 0.6820 0.015 -0.004 0.058 0.0017
H -1.7491 2.3065 -0.7549 -0.040 0.069 0.002 -0.0002
H 1.2784 3.6256 -0.0521 -0.014 -0.033 0.003 0.0002
H 3.4264 2.8423 -1.0471 -0.009 -0.019 0.019 0.0000
H 3.5526 0.5337 -1.9869 -0.032 0.000 0.016 0.0002
H 2.4448 -1.6751 -2.2379 0.024 -0.011 0.030 0.0016
H 0.9547 -1.2032 -3.0692 0.042 -0.036 -0.056 -0.0001
H 0.2210 -2.8893 -1.8242 -0.189 0.014 -0.006 0.0039
H 2.2180 -3.1441 -0.3205 0.017 -0.042 -0.032 0.0013
H 0.5855 -3.5178 0.2711 0.017 -0.048 -0.043 0.0019
H 2.0910 -0.9123 0.7355 0.028 0.044 0.040 0.0000
H 1.8559 -2.2031 1.9062 0.047 0.003 0.042 0.0009
H -0.4871 -1.7655 1.8115 -0.045 -0.063 -0.038 0.0022
S -5.5732 1.7130 -1.3102 0.058 -0.151 0.089 0.6393
Sb -4.8913 -0.5039 -0.8951 -0.139 0.141 0.059 0.0383
S -2.6232 -0.1767 -2.0288 -0.106 -0.119 -0.257 -0.0682
S -2.2891 -2.6600 -0.1034 -0.307 0.220 -0.041 0.1347
S -4.6258 0.4133 1.2483 -0.273 -0.051 -0.125 0.3977

---

Entry 4:
31
Properties=species:S:1:pos:R:3:forces:R:3:lowdin_spin:R:1 method="wB97M-V/def2-TZVPD" homo_energy_ev="-4.1 / -9.0" multiplicity=3 charge=0 homo_lumo_gap_ev="5.1 / 7.8"
C -2.1142 -1.5297 -0.3178 4.327 1.767 -0.760 0.5386
C 0.4163 0.7100 -0.0603 6.773 -2.319 -1.007 0.1457
C -3.3522 -2.1030 -0.1368 -5.150 -2.567 1.000 0.7617
C 3.8797 -1.3397 0.6811 -1.078 1.327 -2.085 0.0000
C 4.0347 0.1620 0.5075 -0.086 -0.887 3.770 0.0005
C 2.6548 -0.4449 0.6775 -0.620 1.629 3.088 0.0031
C 1.6665 -0.2847 -0.3835 -2.610 -0.053 -0.866 0.0114
C 1.0662 2.0201 0.0921 -0.582 1.598 2.092 0.0240
C 1.8078 -0.7482 -1.6155 -1.182 0.212 -3.032 0.0169
C -3.8066 1.1584 -0.4160 1.493 1.697 2.296 0.0159
C -2.9776 0.5398 0.6568 -0.161 -0.775 0.522 0.0104
N -0.7939 0.6529 0.0570 -5.657 -0.934 0.440 0.0249
N -1.8465 -0.2460 0.1091 0.542 1.170 0.532 0.2845
H -3.6456 -3.1926 -0.3206 0.899 1.859 0.150 0.0438
H -3.9657 -1.5697 0.5581 -0.812 -0.488 0.153 0.0496
H 3.9903 -2.0119 -0.1734 0.055 0.296 0.325 0.0001
H 4.1776 -1.6863 1.6100 0.498 -0.888 1.476 0.0000
H 4.4026 0.6643 1.4555 -0.336 -0.526 -1.402 0.0000
H 4.2861 0.6537 -0.3525 0.587 0.762 -2.294 0.0001
H 2.1937 -0.0603 1.6952 1.015 -1.466 -1.827 0.0013
H 2.0968 1.9841 0.4212 0.212 -0.060 -0.473 0.0008
H 0.5599 2.6593 0.8267 -0.165 -0.449 0.493 0.0049
H 0.8879 2.6511 -0.7252 0.440 0.578 -1.924 0.0077
H 1.1709 -0.4651 -2.5536 0.541 -0.310 2.306 0.0025
H -1.4363 -2.1359 -0.8146 1.991 -0.202 -0.721 0.0371
H 2.5740 -1.4030 -2.0136 0.538 -0.019 0.730 0.0021
H -3.1340 1.4996 -1.1305 1.378 1.139 -1.304 0.0005
H -4.3888 0.5414 -0.9311 -3.035 -2.721 -1.707 0.0082
H -4.2829 2.0052 0.0470 -0.746 0.289 -0.258 0.0005
H -2.5936 1.3988 1.1673 0.770 -0.101 0.620 0.0017
H -3.5280 -0.0798 1.3831 0.161 0.446 -0.333 0.0016

---

Entry 5:
32
Properties=species:S:1:pos:R:3:forces:R:3:lowdin_charge:R:1 method="wB97M-V/def2-TZVPD" homo_energy_ev=-8.0 smiles="CN1N=C2CCCCC[C@H]3C[C@@]23[C@@H]1O" charge=0 homo_lumo_gap_ev=9.0
C -0.0588 4.1164 -0.1945 -1.177 0.258 0.480 -0.1156
N -0.1317 2.6918 -0.4682 -2.677 -1.405 1.173 -0.1344
N 1.0183 1.9936 -0.2780 -0.117 -0.267 0.866 0.0785
C 0.8617 0.8603 0.2877 -1.895 -1.057 0.574 -0.2169
C 1.9700 -0.1500 0.3210 0.620 0.121 -0.682 -0.1334
C 1.8364 -1.0192 -0.9662 0.554 -1.619 -1.202 -0.1706
C 0.4019 -1.3419 -1.5052 2.024 0.062 -0.409 -0.2196
C -0.2533 -2.5088 -0.7854 -2.681 1.223 -0.362 -0.1875
C -0.5588 -2.1671 0.6688 -0.700 -0.562 -0.553 -0.1850
C -1.2855 -0.8862 0.7907 -0.817 1.202 0.898 -0.2194
C -1.0784 -0.0473 2.0158 3.096 -1.501 -1.032 -0.0306
C -0.6400 0.4858 0.6810 0.385 2.289 -0.259 -0.2284
C -1.5070 1.6984 0.2187 3.459 -0.370 -2.495 -0.1335
O -2.2708 1.4530 -0.9039 -1.165 0.256 0.545 -0.0101
H 0.0998 4.4086 0.8692 -0.604 -0.444 -0.224 0.0748
H 0.8360 4.5199 -0.6315 0.220 0.150 -0.892 0.0588
H -1.0145 4.5759 -0.6148 1.450 -0.353 0.629 0.1012
H 2.9025 0.4731 0.3392 -0.563 -0.882 -0.236 0.1230
H 2.0036 -0.8194 1.1730 -0.316 0.323 0.478 0.0931
H 2.4514 -0.5216 -1.7468 -0.663 -0.164 0.263 0.1069
H 2.2063 -2.1240 -1.0080 0.348 1.933 1.072 0.1326
H -0.1908 -0.4485 -1.5408 -0.621 0.199 0.081 0.0827
H 0.6206 -1.5837 -2.5473 -0.384 -0.292 -0.089 0.1081
H -1.3077 -2.5961 -1.3007 1.989 -0.639 0.786 0.1515
H 0.3286 -3.4156 -0.7258 0.115 -0.401 -0.879 0.1022
H -1.1358 -3.0024 1.1171 0.179 0.542 -0.096 0.1342
H 0.3299 -2.0683 1.2279 1.281 -0.203 0.656 0.0842
H -2.3137 -0.9406 0.5292 -0.729 0.155 -0.827 0.1387
H -1.7817 0.4486 2.5757 -1.766 0.919 0.985 0.0843
H -0.2385 -0.4549 2.5475 0.145 0.097 0.831 0.1074
H -2.1718 2.1353 0.9511 0.357 0.439 0.318 0.1375
H -1.7263 1.3864 -1.6798 0.652 -0.011 -0.398 0.0855

---

Entry 6:
31
Properties=species:S:1:pos:R:3:forces:R:3:lowdin_charge:R:1 method="wB97M-V/def2-TZVPD" homo_energy_ev=-12.8 smiles="C=C[C@@]1([NH3+])C[C@H]2C=C[C@]1(OC)CC2" charge=+1 homo_lumo_gap_ev=9.8
C -1.8479 2.7508 1.0014 -2.050 -1.628 0.182 0.0348
C -1.6022 1.4605 0.7074 3.180 0.419 0.939 -0.0745
C -0.1788 0.7310 0.6336 -2.131 -1.351 -1.635 -0.2584
N 0.9086 1.7687 0.3507 -5.380 1.949 -0.869 0.2570
C 0.2574 -0.0174 1.8883 0.010 0.002 1.702 -0.0991
C 0.4513 -1.4916 1.5975 0.807 -1.312 -1.247 -0.2677
C -0.6615 -2.1240 0.7771 -2.212 -0.927 -0.354 -0.0057
C -1.0819 -1.6422 -0.4270 2.547 2.620 3.763 0.0193
C -0.2643 -0.3924 -0.6818 3.275 0.036 1.479 -0.3676
O -0.4678 0.4133 -1.7664 -0.113 1.289 0.872 -0.1525
C -0.7218 -0.1401 -3.0134 1.954 -1.793 -1.312 -0.0646
C 1.2230 -1.0467 -0.6746 -0.128 0.391 -2.590 -0.1214
C 1.6896 -1.4832 0.6721 -0.597 -2.619 -0.334 -0.1601
H -2.9815 2.8131 1.1485 1.837 1.018 -0.140 0.1030
H -1.1820 3.6060 1.2208 -0.459 -0.620 -0.408 0.0735
H -2.3900 0.7367 0.7242 -0.415 -0.210 -0.308 0.1091
H 0.5146 2.5043 1.0403 1.471 -0.612 -1.716 0.1813
H 0.8114 2.0388 -0.6795 0.369 -0.124 1.601 0.2076
H 1.7777 1.4679 0.6283 2.700 -0.859 0.510 0.1092
H -0.3764 0.0444 2.7807 -0.479 0.549 -0.551 0.1368
H 1.2446 0.3598 2.2868 -0.849 -0.174 -0.489 0.1395
H 0.7155 -2.0915 2.4802 -0.533 0.425 -0.079 0.1552
H -1.2404 -2.9883 1.1499 0.709 0.413 0.145 0.1270
H -1.9120 -1.9019 -0.9839 -1.448 -0.858 -0.923 0.0981
H -1.3897 0.5533 -3.4705 -0.513 0.077 -0.782 0.0878
H -1.1381 -1.1670 -2.8968 0.004 0.791 -0.385 0.0993
H 0.2672 -0.2542 -3.6440 -1.828 0.308 1.111 0.1352
H 1.9824 -0.4725 -1.2039 -0.073 0.941 0.141 0.1168
H 1.2084 -1.9173 -1.3869 -0.421 0.594 0.837 0.1403
H 2.0775 -2.5096 0.4901 -0.050 0.576 0.728 0.1395
H 2.4548 -0.9243 1.1524 0.816 0.686 0.115 0.1013

---

ΔE to the lowest compared entry with this formula, charge and spin (kcal/mol)
48.1 4.7 31.6 109.0 89.9 71.0
Total energy (eV)
-57556.577 -27484.267 -101926.224 -14669.393 -16722.918 -15226.686